# 1
{"formula": "C23H78N12O16", "method": "ωB97M-V with the def2-TZVPD basis set", "species": ["C", "C", "O", "H", "H", "H", "H", "H", "H", "C", "C", "O", "H", "H", "H", "H", "H", "H", "C", "C", "O", "H", "H", "H", "H", "H", "H", "C", "C", "O", "H", "H", "H", "H", "H", "H", "C", "C", "O", "H", "H", "H", "H", "H", "H", "C", "C", "O", "H", "H", "H", "H", "H", "H", "C", "C", "O", "H", "H", "H", "H", "H", "H", "C", "O", "N", "N", "H", "H", "H", "H", "C", "O", "N", "N", "H", "H", "H", "H", "C", "O", "N", "N", "H", "H", "H", "H", "C", "O", "N", "N", "H", "H", "H", "H", "C", "O", "N", "N", "H", "H", "H", "H", "C", "O", "N", "N", "H", "H", "H", "H", "C", "O", "H", "H", "H", "H", "C", "O", "H", "H", "H", "H", "C", "O", "H", "H", "H", "H"], "positions_angstrom": [[-4.586, -1.510, 1.008], [-4.938, -0.627, -0.242], [-6.126, 0.119, -0.014], [-4.030, -0.928, 1.672], [-3.943, -2.324, 0.718], [-5.516, -1.940, 1.369], [-5.062, -1.210, -1.132], [-4.133, 0.076, -0.459], [-6.140, 0.829, -0.671], [4.625, 0.454, 3.091], [3.208, 0.497, 2.536], [2.923, -0.786, 2.082], [5.430, 0.044, 2.455], [4.602, -0.124, 3.983], [4.915, 1.504, 3.265], [3.067, 1.213, 1.722], [2.467, 0.812, 3.302], [3.089, -0.826, 1.110], [2.392, 4.176, 3.109], [0.902, 4.040, 2.948], [0.624, 3.958, 1.557], [2.685, 4.378, 4.220], [2.836, 4.853, 2.448], [2.815, 3.181, 2.869], [0.321, 4.853, 3.502], [0.611, 3.176, 3.402], [-0.283, 4.086, 1.501], [2.034, -4.864, -3.178], [2.174, -3.527, -2.397], [0.893, -2.888, -2.304], [2.180, -4.736, -4.248], [1.075, -5.390, -3.076], [2.896, -5.504, -2.964], [2.891, -2.897, -2.896], [2.488, -3.725, -1.354], [0.297, -3.501, -1.829], [0.411, 0.339, 0.616], [-0.678, -0.127, -0.397], [-1.736, -0.637, 0.365], [0.066, 1.160, 1.266], [1.200, 0.801, -0.004], [0.873, -0.343, 1.293], [-0.328, -0.959, -1.076], [-0.996, 0.731, -1.045], [-2.196, -1.205, -0.258], [-2.341, 4.479, -1.887], [-2.568, 3.586, -0.656], [-1.368, 3.275, -0.065], [-1.686, 5.250, -1.589], [-3.213, 4.980, -2.318], [-1.686, 3.942, -2.586], [-3.243, 2.760, -0.903], [-3.097, 4.199, 0.040], [-1.464, 3.018, 0.848], [5.386, -1.098, -0.087], [4.162, -0.408, -0.747], [3.083, -1.281, -0.669], [5.977, -1.779, -0.658], [5.162, -1.667, 0.783], [6.038, -0.296, 0.184], [4.420, -0.155, -1.779], [4.048, 0.640, -0.363], [2.499, -1.194, -1.418], [-0.870, 2.255, -4.461], [-2.043, 2.964, -4.758], [0.351, 2.753, -4.313], [-0.931, 0.979, -4.144], [0.453, 3.737, -4.224], [1.207, 2.152, -4.522], [-1.884, 0.550, -4.253], [-0.168, 0.407, -3.760], [-2.412, -2.117, 3.355], [-2.534, -3.197, 2.542], [-3.119, -2.068, 4.436], [-1.752, -0.997, 3.142], [-3.741, -2.934, 4.636], [-2.760, -1.586, 5.268], [-1.537, -0.828, 2.135], [-1.622, -0.128, 3.727], [1.406, -0.955, 5.058], [2.779, -1.003, 5.331], [0.862, -1.185, 3.885], [0.463, -0.740, 5.997], [1.529, -1.264, 3.103], [-0.139, -1.283, 3.572], [0.593, -0.522, 7.052], [-0.467, -1.036, 5.821], [2.316, 2.961, -1.501], [3.270, 2.784, -2.487], [2.587, 3.176, -0.232], [1.071, 2.860, -1.791], [3.548, 3.089, 0.119], [1.898, 3.340, 0.464], [0.745, 2.774, -2.798], [0.269, 3.050, -1.181], [-2.070, -3.633, -1.081], [-2.592, -2.434, -1.525], [-1.445, -4.325, -1.992], [-2.161, -4.195, 0.046], [-1.528, -4.050, -2.977], [-1.063, -5.282, -1.810], [-2.520, -3.740, 0.901], [-1.940, -5.194, 0.155], [1.910, -0.212, -4.181], [1.864, -1.250, -5.074], [2.537, 0.919, -4.373], [1.299, -0.198, -3.006], [2.973, 0.869, -5.253], [2.712, 1.652, -3.652], [0.815, -1.177, -2.784], [1.315, 0.639, -2.469], [-3.619, 0.289, -3.181], [-3.322, -0.040, -4.468], [-3.524, 1.388, -2.977], [-3.044, -0.280, -2.479], [-4.657, 0.046, -3.054], [-3.640, -0.931, -4.636], [0.970, -3.275, 1.353], [0.356, -4.458, 1.002], [1.278, -2.792, 0.485], [1.776, -3.376, 2.026], [0.294, -2.562, 1.760], [-0.490, -4.273, 0.549], [-3.383, 1.828, 2.060], [-2.057, 2.291, 2.373], [-3.411, 0.856, 2.590], [-3.508, 1.643, 1.013], [-4.114, 2.598, 2.342], [-1.789, 1.781, 3.126]], "e_lumo_ha": -0.021, "de_lowest_kcal_mol": 28.52, "homo_energy_ev": -8.682, "homo_lumo_gap_ev": 8.1}

# 2
{"formula": "C23H91N26O34S2", "method": "ωB97M-V with the def2-TZVPD basis set", "species": ["O", "H", "H", "H", "O", "H", "H", "H", "O", "H", "H", "H", "S", "O", "O", "O", "O", "S", "O", "O", "O", "O", "C", "O", "N", "N", "H", "H", "H", "H", "C", "O", "N", "N", "H", "H", "H", "H", "C", "O", "N", "N", "H", "H", "H", "H", "C", "O", "N", "N", "H", "H", "H", "H", "C", "O", "N", "N", "H", "H", "H", "H", "C", "O", "N", "N", "H", "H", "H", "H", "C", "O", "N", "N", "H", "H", "H", "H", "C", "O", "N", "N", "H", "H", "H", "H", "C", "O", "N", "N", "H", "H", "H", "H", "C", "O", "N", "N", "H", "H", "H", "H", "C", "O", "N", "N", "H", "H", "H", "H", "C", "O", "N", "N", "H", "H", "H", "H", "C", "O", "N", "N", "H", "H", "H", "H", "C", "C", "O", "O", "H", "H", "H", "H", "H", "H", "C", "C", "O", "O", "H", "H", "H", "H", "H", "H", "C", "C", "O", "O", "H", "H", "H", "H", "H", "H", "C", "C", "O", "O", "H", "H", "H", "H", "H", "H", "C", "C", "O", "O", "H", "H", "H", "H", "H", "H"], "positions_angstrom": [[1.928, -1.043, 1.264], [1.428, -1.202, 0.473], [3.023, -2.342, 1.689], [1.475, -0.190, 1.513], [-0.591, -3.318, 3.356], [-0.589, -2.947, 4.300], [-1.355, 4.828, 8.394], [0.077, -4.092, 3.480], [-0.550, -2.516, 0.777], [-1.196, -1.191, 0.604], [-0.367, -2.966, 1.744], [-0.763, -3.134, 0.043], [-0.544, 1.018, 0.216], [0.422, 0.637, -0.916], [-1.614, -0.179, 0.394], [0.069, 1.097, 1.502], [-1.404, 2.129, -0.079], [3.648, -3.754, 3.220], [3.903, -2.594, 4.162], [4.814, -4.594, 3.047], [2.368, -4.301, 3.425], [3.484, -3.166, 1.730], [-0.339, 3.300, 3.506], [-0.497, 2.974, 4.722], [0.868, 3.269, 2.932], [-1.428, 3.751, 2.775], [1.526, 2.717, 3.492], [0.923, 3.146, 1.924], [-1.328, 3.909, 1.789], [-2.092, 4.368, 3.208], [-3.476, 0.370, 3.314], [-4.301, -0.456, 2.997], [-2.602, 0.269, 4.320], [-3.495, 1.630, 2.611], [-1.942, 0.888, 4.761], [-2.562, -0.591, 4.957], [-2.573, 2.076, 2.626], [-3.916, 1.582, 1.672], [5.848, -0.647, 1.466], [5.474, 0.007, 0.468], [7.103, -1.362, 1.501], [5.117, -0.627, 2.613], [7.274, -2.018, 2.245], [7.240, -1.808, 0.582], [4.280, -0.107, 2.589], [5.048, -1.237, 3.390], [-3.785, -2.631, -1.921], [-3.652, -3.663, -2.536], [-4.082, -1.407, -2.638], [-3.695, -2.519, -0.540], [-3.819, -1.556, -3.585], [-3.657, -0.580, -2.257], [-3.493, -1.570, -0.175], [-3.581, -3.317, 0.081], [-2.467, 5.260, -4.951], [-2.520, 5.906, -3.908], [-1.880, 5.713, -6.109], [-3.133, 4.097, -5.094], [-1.465, 6.651, -6.157], [-1.756, 4.986, -6.855], [-3.076, 3.584, -5.973], [-3.536, 3.636, -4.267], [-0.423, 2.827, -7.249], [-0.839, 3.613, -8.068], [0.590, 3.289, -6.362], [-0.893, 1.577, -7.010], [0.586, 4.292, -6.167], [0.844, 2.767, -5.564], [-0.883, 1.214, -6.062], [-1.516, 1.183, -7.698], [2.551, 0.448, -3.892], [1.433, 0.221, -4.372], [2.868, 0.184, -2.626], [3.522, 0.916, -4.677], [3.818, 0.281, -2.378], [2.163, 0.192, -1.908], [3.316, 1.003, -5.678], [4.460, 1.122, -4.264], [2.359, 0.558, 4.712], [2.588, 1.732, 4.415], [1.402, -0.167, 4.077], [3.166, 0.061, 5.712], [1.129, -1.158, 4.343], [0.661, 0.404, 3.774], [3.988, 0.620, 5.954], [3.410, -0.944, 5.601], [-0.278, -2.946, -2.840], [-0.513, -3.592, -1.811], [-0.256, -1.538, -2.953], [-0.243, -3.653, -4.013], [0.350, -1.174, -3.674], [-0.297, -1.101, -2.046], [-0.532, -3.062, -4.851], [-0.834, -4.515, -3.983], [-0.677, 1.505, 7.669], [-0.797, 1.065, 8.833], [0.520, 1.809, 7.085], [-1.766, 1.847, 6.871], [1.284, 1.250, 7.319], [0.380, 2.307, 6.155], [-1.633, 2.546, 6.142], [-2.599, 2.053, 7.425], [-2.178, 1.503, -3.683], [-2.731, 0.845, -4.617], [-0.845, 1.811, -3.663], [-3.018, 1.979, -2.685], [-0.537, 2.497, -2.973], [-0.205, 1.146, -4.077], [-2.655, 2.368, -1.810], [-3.981, 1.574, -2.609], [0.749, -2.523, 6.765], [-0.180, -2.324, 5.964], [0.820, -1.930, 7.977], [1.787, -3.332, 6.408], [1.699, -1.948, 8.485], [0.158, -1.205, 8.279], [2.612, -3.382, 6.824], [1.838, -3.509, 5.374], [-2.162, -7.066, -0.315], [-2.346, -8.209, 0.076], [-2.072, -5.997, 0.560], [-1.844, -6.725, -1.615], [-2.428, -6.055, 1.480], [-1.727, -5.078, 0.229], [-1.907, -5.820, -1.879], [-2.281, -7.391, -2.288], [4.805, -2.376, -2.365], [4.255, -2.961, -1.111], [5.342, -3.666, -0.557], [5.436, -1.026, -2.145], [3.973, -2.304, -3.125], [5.635, -2.928, -2.739], [3.505, -3.680, -1.415], [3.748, -2.241, -0.450], [5.026, -3.706, 0.379], [5.232, -0.793, -1.254], [4.640, 3.331, -0.053], [3.281, 3.201, 0.638], [2.227, 2.975, -0.344], [4.735, 2.338, -1.056], [5.492, 3.196, 0.618], [4.664, 4.250, -0.588], [3.168, 4.125, 1.144], [3.281, 2.354, 1.355], [2.376, 2.077, -0.744], [5.301, 1.628, -0.709], [-3.565, -4.524, 4.227], [-4.599, -4.020, 3.198], [-3.964, -2.983, 2.340], [-2.539, -5.256, 3.509], [-4.036, -5.284, 4.945], [-3.308, -3.718, 4.804], [-5.442, -3.716, 3.794], [-4.803, -4.940, 2.684], [-4.128, -2.037, 2.679], [-1.980, -4.546, 3.231], [-5.606, -0.008, -7.245], [-5.302, 1.320, -6.666], [-3.945, 1.735, -6.917], [-5.234, -0.045, -8.586], [-6.751, -0.287, -7.262], [-4.992, -0.808, -6.779], [-5.555, 1.321, -5.633], [-5.916, 2.083, -7.090], [-3.427, 1.404, -6.075], [-4.367, 0.327, -8.682], [-0.025, 5.749, -2.205], [1.117, 6.176, -1.232], [2.312, 5.435, -1.440], [-0.292, 4.393, -2.056], [0.336, 5.861, -3.229], [-0.964, 6.238, -2.076], [0.765, 5.945, -0.207], [1.304, 7.289, -1.348], [2.150, 4.525, -1.075], [-0.558, 4.139, -1.149]], "e_lumo_ha": -0.231, "total_charge": -1, "homo_energy_ev": -7.578, "homo_lumo_gap_ev": 1.3}